Formula: C46H99N5O6
Source: the OMol25 dataset
Level of theory: ωB97M-V with the def2-TZVPD basis set

ORCA input file:
```
! wB97M-V def2-TZVPD RIJCOSX def2/J DEFGRID3
* xyz 0 1
C -6.78592 1.71199 -3.93814
C -5.99706 2.82567 -3.19032
C -6.26382 2.60713 -1.70228
C -5.59083 1.41841 -1.07248
C -4.07651 1.45560 -1.27694
C -3.70806 1.70505 -2.77180
N -4.57128 2.67668 -3.41713
O -4.16658 3.05534 -4.72120
C -2.28108 2.18615 -2.90688
C -3.81039 0.29267 -3.43984
C -6.55592 4.15511 -3.69711
H -7.75153 2.08211 -4.29280
H -7.06368 0.87711 -3.29051
H -6.23713 1.29104 -4.77996
H -5.81879 3.48583 -1.20841
H -7.32187 2.63236 -1.43501
H -6.02643 0.47356 -1.40635
H -5.70556 1.44510 0.01525
H -3.72031 0.50029 -0.88589
H -3.58474 2.19718 -0.63982
H -1.96384 2.17144 -3.95258
H -2.21011 3.20073 -2.50594
H -1.48412 1.59554 -2.44831
H -4.82893 -0.07211 -3.59980
H -3.49769 0.37211 -4.49016
H -3.24605 -0.53572 -3.01074
H -6.58183 4.23805 -4.78106
H -6.00048 5.00869 -3.28859
H -7.55955 4.38108 -3.32750
H -3.75155 3.90116 -4.51940
C -5.98200 2.74054 3.72911
C -4.43883 2.81939 3.48335
C -3.95493 3.39517 4.85008
C -2.45811 3.42940 4.86630
C -1.94782 1.99558 4.72151
C -2.40878 1.30916 3.38408
N -3.86087 1.52404 3.32763
O -4.43341 0.76626 2.28414
C -1.66230 1.84840 2.13946
C -2.12222 -0.17987 3.54015
C -4.25632 3.76606 2.27732
H -6.41771 3.66490 4.08774
H -6.16205 1.85213 4.34833
H -6.54177 2.37681 2.85776
H -4.46022 4.33424 5.06699
H -4.31012 2.63009 5.54461
H -2.10290 3.85898 5.81241
H -2.06205 4.17345 4.16579
H -2.43824 1.44002 5.52040
H -0.85868 1.99305 4.75415
H -2.36891 1.69459 1.32213
H -1.52804 2.91303 2.33588
H -0.72320 1.36863 1.87360
H -2.92538 -0.81009 3.95153
H -1.95434 -0.69363 2.59630
H -1.37883 -0.42724 4.30220
H -3.38616 4.40946 2.43370
H -5.11601 4.42737 2.14343
H -4.18454 3.27056 1.30884
H -4.77987 -0.02491 2.71025
C 0.93393 2.83074 -1.38182
C 2.09422 3.76102 -0.97696
C 1.63660 4.68032 0.15437
C 1.43010 4.00275 1.50686
C 2.80366 3.45982 1.90454
C 3.35509 2.44920 0.86435
N 3.23665 3.01328 -0.46431
O 3.96481 2.29182 -1.43573
C 4.82844 2.22555 1.22799
C 2.55718 1.13883 0.96981
C 2.53655 4.70020 -2.10470
H 0.29032 2.36821 -0.63748
H 1.25899 2.15798 -2.17746
H 0.21324 3.48302 -1.89872
H 2.19014 5.60109 0.36035
H 0.67280 5.14021 -0.11278
H 0.57485 3.33135 1.56951
H 1.14234 4.77783 2.22768
H 2.70466 3.00688 2.89790
H 3.51376 4.26933 2.08966
H 4.94914 2.07045 2.30133
H 5.27570 1.40699 0.66682
H 5.39261 3.13967 1.02514
H 1.50574 1.24549 0.71967
H 2.96594 0.45595 0.21656
H 2.68480 0.67601 1.95095
H 3.55401 5.06286 -1.95876
H 1.81842 5.49193 -2.28517
H 2.67423 4.02264 -2.95846
H 4.65680 2.90587 -1.70870
C 4.64319 -5.19038 5.21590
C 3.31024 -4.84329 4.55749
C 2.80358 -3.51177 5.15730
C 1.50172 -3.05232 4.46343
C 1.97027 -2.72075 3.05695
C 2.53812 -3.93226 2.27580
N 3.45361 -4.70435 3.10517
O 3.96124 -5.88709 2.51752
C 1.35957 -4.73236 1.72987
C 3.28972 -3.30734 1.08879
C 2.27816 -5.91055 4.95766
H 4.71625 -5.15750 6.29988
H 5.30052 -4.34308 4.95774
H 5.13820 -6.01922 4.71338
H 2.54867 -3.56088 6.21733
H 3.57322 -2.77030 4.93425
H 1.14519 -2.16548 4.99054
H 0.70609 -3.79469 4.45243
H 2.66518 -1.88117 3.06567
H 1.05751 -2.34672 2.57605
H 0.75259 -5.26285 2.46514
H 0.67144 -4.27495 1.01237
H 1.72303 -5.53336 1.06809
H 2.49514 -3.01061 0.38495
H 3.68707 -2.29807 1.22765
H 3.95515 -3.93518 0.50529
H 2.67337 -6.88035 4.64489
H 1.25530 -5.80845 4.59419
H 2.11925 -5.92182 6.04011
H 4.75578 -5.54929 2.08661
C 4.68379 -3.37168 -2.10908
C 4.18717 -3.03067 -3.50029
C 4.27541 -4.37176 -4.26156
C 3.46145 -4.35614 -5.54272
C 2.00511 -4.08812 -5.22316
C 1.83070 -2.69597 -4.52288
N 2.80470 -2.54980 -3.45601
O 2.66745 -1.36372 -2.69497
C 2.04152 -1.70421 -5.68798
C 0.37050 -2.67235 -4.02194
C 5.15107 -1.97678 -4.06877
H 4.61613 -2.49126 -1.46020
H 5.75436 -3.59980 -2.12694
H 4.25859 -4.22452 -1.58161
H 5.27788 -4.70576 -4.53488
H 3.84945 -5.18122 -3.66116
H 3.60339 -5.30360 -6.07993
H 3.90865 -3.70137 -6.30075
H 1.66048 -4.96422 -4.67014
H 1.49389 -4.01905 -6.18420
H 1.89195 -0.70254 -5.25285
H 3.07256 -1.61653 -6.01393
H 1.27730 -1.78283 -6.45720
H -0.18437 -3.58424 -4.23340
H 0.19930 -2.33430 -3.00417
H -0.09054 -1.94681 -4.70184
H 4.85396 -1.60786 -5.04953
H 6.19622 -2.28625 -4.14338
H 5.19236 -1.11043 -3.40324
H 2.34111 -1.73660 -1.86704
C -0.28439 -1.10242 0.18261
O -1.30132 -1.57971 -0.68692
H -0.01650 -0.10702 -0.19140
H -0.77123 -1.00530 1.14773
H 0.64447 -1.67216 0.28956
H -1.00045 -1.51474 -1.59810
*
```

Its LUMO energy is 0.020 hartree. For the energy above the lowest of the compared OMol25 structures with the same formula, charge and spin, the calculation gives 254.5 kJ/mol. Its energy is -2536.9589 hartree. The structure (SMILES) is CC1(C)CCCC(C)(C)N1O.CC1(C)CCCC(C)(C)N1O.CC1(C)CCCC(C)(C)N1O.CC1(C)CCCC(C)(C)N1O.CC1(C)CCCC(C)(C)N1O.CO. The HOMO energy comes out at -7.90 eV.

These are the Mulliken partial charges, in e, on atoms 1 to 99: -1.832, 1.794, -1.354, -0.724, -0.563, 2.269, 0.578, -0.475, -2.322, -1.881, -2.128, 0.463, 0.305, 0.334, 0.278, 0.416, 0.416, 0.278, 0.174, -0.051, 0.658, 0.518, 0.110, 0.370, 0.452, 0.161, 0.415, 0.438, 0.442, 0.332, -1.996, 1.586, -1.434, -0.619, -1.476, 2.414, 0.180, -0.234, -1.596, -2.392, -1.328, 0.458, 0.478, 0.330, 0.413, 0.416, 0.420, 0.259, 0.466, 0.419, 0.113, 0.019, 0.684, 0.406, 0.452, 0.532, 0.279, 0.514, -0.043, 0.286, -1.423, 2.047, -1.807, 0.556, -1.602, 1.726, 0.520, -0.336, -2.179, -1.148, -2.164, -0.051, 0.399, 0.446, 0.420, 0.544, -0.558, 0.525, 0.537, 0.332, 0.407, 0.326, 0.523, -0.347, 0.239, 0.503, 0.460, 0.374, 0.413, 0.304, -1.853, 1.432, -1.464, -0.927, -0.294, 2.140, 0.433, -0.480, -1.912